[1]
Molecular formula: C3H9N
Method: DFT, ωB97M-V with the def2-TZVPD basis set

Calculated values
HOMO energy ... -9.46 eV
ΔE to the lowest compared entry with this formula, charge and spin ... 3.7 kcal per mole
SMILES string ... CC(C)N
Orbital gap ... 10.6120 eV

Cartesian coordinates (Å):
C1 -0.23081 0.60452 -1.14465
C2 0.22064 -0.41838 -0.09120
C3 -0.84162 -0.62208 1.00261
N1 1.48350 -0.00913 0.53320
H1 0.49186 0.62893 -1.99196
H2 -0.26171 1.61060 -0.74370
H3 -1.19378 0.28613 -1.57907
H4 0.36980 -1.34005 -0.63704
H5 -0.55593 -1.28563 1.83529
H6 -1.81749 -0.94303 0.54558
H7 -1.05696 0.33797 1.54024
H8 1.24229 0.92094 0.93956
H9 2.15021 0.22919 -0.20886

Atoms 1-2, force components in eV/Å:
0.14 -0.78 -0.80
-0.31 0.46 0.14

In the natural (NBO) picture, each atom carries the following charge in e: -0.620, -0.057, -0.619, -0.813, 0.203, 0.199, 0.208, 0.182, 0.225, 0.210, 0.197, 0.337, 0.348

---

[2]
Molecular formula: CH2N3O3
Method: DFT, ωB97M-V with the def2-TZVPD basis set

Calculated values
HOMO energy (alpha / beta) ... -3.78 / -3.70 eV
Net charge ... -1
ΔE to the lowest compared entry with this formula, charge and spin ... 100.8 kcal per mole
Orbital gap (alpha / beta) ... 7.4150 / 7.4080 eV

Cartesian coordinates (Å):
C1 0.16723 1.93165 -0.36905
N1 -0.85283 -0.88854 -0.18325
N2 0.81699 -3.01314 0.62468
N3 -0.61091 -0.51370 -1.20077
O1 0.41474 1.18097 -1.28503
O2 0.48112 3.08636 -0.14637
O3 0.48970 -2.05259 1.40117
H1 -0.53965 1.54273 0.45531
H2 -0.36639 -1.27375 0.70331

Atoms 1-2, force components in eV/Å:
-1.84 0.99 3.02
-1.10 1.46 -2.83

In the natural (NBO) picture, each atom carries the following charge in e: 0.643, -0.179, -0.163, 0.253, -0.674, -0.735, -0.520, -0.034, 0.411

---

[3]
Molecular formula: C16H18Cl12N5O3P
Method: DFT, ωB97M-V with the def2-TZVPD basis set

Calculated values
HOMO energy ... -9.23 eV
SMILES string ... [H]/N=C\Cc1cc2ncc(CCN)nc2c([PH2]=O)c1ON=O.ClC(Cl)Cl.ClC(Cl)Cl.ClC(Cl)Cl.ClC(Cl)Cl
Orbital gap ... 8.6279 eV

Cartesian coordinates (Å):
H1 -5.11937 -0.61917 -1.30730
N1 -5.25164 -0.24715 -2.25480
C1 -4.53902 -0.91539 -3.06205
C2 -3.61530 -2.06619 -2.63960
C3 -2.32739 -1.62166 -1.95114
C4 -1.89535 -0.32717 -1.97957
C5 -0.71397 0.12704 -1.33532
N2 -0.41905 1.46491 -1.41216
C6 0.69953 1.75771 -0.80845
C7 1.54203 0.79817 -0.14081
C8 2.83431 1.32405 0.47377
C9 3.71825 1.88262 -0.74445
N3 3.47068 0.95284 -1.86368
N4 1.26186 -0.47501 -0.02877
C10 0.08502 -0.80159 -0.65343
C11 -0.36128 -2.16560 -0.61560
P1 0.66080 -3.39903 0.31012
O1 -0.13285 -4.43475 1.01524
C12 -1.52413 -2.56364 -1.22575
O2 -1.87674 -3.89828 -1.08531
N5 -2.17797 -4.54585 -2.31072
O3 -1.34253 -4.40927 -3.11323
H2 -4.59125 -0.63560 -4.12684
H3 -4.19535 -2.78728 -2.03838
H4 -3.32242 -2.59569 -3.56693
H5 -2.50432 0.40972 -2.50842
H6 1.01918 2.80748 -0.82047
H7 2.61815 2.11919 1.20501
H8 3.40903 0.52599 0.96112
H9 3.31408 2.88550 -0.94860
H10 4.79071 1.89883 -0.51228
H11 4.18245 0.23818 -1.92381
H12 3.33786 1.43786 -2.74045
H13 1.48225 -2.62309 1.16083
H14 1.53817 -4.02418 -0.61138
Cl1 -4.24837 -5.70786 -1.49812
C13 -5.91294 -6.14242 -1.09536
Cl2 -6.24034 -5.85568 0.61708
Cl3 -7.04723 -5.23672 -2.10483
H15 -6.05115 -7.19832 -1.29404
Cl4 3.04447 4.66081 2.71872
C14 4.58686 4.10142 3.37832
Cl5 4.36789 3.44732 5.00076
Cl6 5.31619 2.89417 2.31382
H16 5.25753 4.94959 3.43920
Cl7 -1.00719 5.12970 -3.03756
C15 -0.47923 6.01947 -1.61092
Cl8 0.70554 5.07729 -0.69480
Cl9 0.19077 7.58800 -2.06348
H17 -1.34025 6.18735 -0.97584
Cl10 2.23899 0.45267 6.51897
C16 3.00749 0.82525 8.06306
Cl11 4.28608 2.02601 7.84827
Cl12 1.81375 1.38973 9.23354
H18 3.45669 -0.08232 8.44681

Atoms 1-2, force components in eV/Å:
-0.07 0.19 -0.03
0.14 -0.34 -0.15

In the natural (NBO) picture, each atom carries the following charge in e: 0.326, -0.577, 0.136, -0.525, -0.059, -0.160, 0.064, -0.342, -0.016, 0.351, -0.481, -0.214, -0.872, -0.464, 0.207, -0.429, 1.513, -1.085, 0.296, -0.380, 0.406, -0.233, 0.175, 0.252, 0.230, 0.238, 0.197, 0.224, 0.225, 0.192, 0.193, 0.370, 0.374, -0.051, -0.086, 0.034, -0.293, 0.013, 0.006, 0.226, 0.012, -0.284, 0.030, 0.011, 0.230, 0.033, -0.281, 0.007, 0.023, 0.232, 0.025, -0.284, 0.016, 0.023, 0.230

---

[4]
Molecular formula: C31H32AuN7O3S
Method: DFT, ωB97M-V with the def2-TZVPD basis set

Calculated values
HOMO energy (alpha / beta) ... -12.69 / -12.61 eV
Net charge ... +2
Orbital gap (alpha / beta) ... 4.2867 / 4.1219 eV

Cartesian coordinates (Å):
Au1 1.98092 -0.43926 0.80232
C1 -7.14238 -1.35176 -0.07508
O1 -7.02538 -2.74846 0.11942
C2 -6.10178 -3.24746 0.92572
C3 -5.17998 -2.48816 1.67212
C4 -4.23058 -3.11346 2.43362
C5 -4.16378 -4.52426 2.48972
C6 -5.14298 -5.28526 1.81062
C7 -6.07778 -4.65636 1.03732
N1 -3.23758 -5.14986 3.24342
N2 -2.23598 -4.71566 3.78072
C8 -1.25118 -3.87576 3.50372
C9 -0.57368 -3.22456 4.55722
C10 0.35352 -2.24936 4.31282
C11 0.73202 -1.89116 2.99742
O2 1.52302 -0.92076 2.77642
C12 0.18192 -2.67366 1.91552
N3 0.64582 -2.42726 0.68152
C13 0.20442 -3.11686 -0.34148
C14 -0.74738 -4.13016 -0.20698
C15 -1.23458 -4.41426 1.04742
C16 -0.79378 -3.66676 2.14972
H1 -7.94398 -1.22326 -0.80078
H2 -6.21948 -0.92986 -0.48508
H3 -7.41418 -0.83916 0.85172
H4 -5.21358 -1.41006 1.65652
H5 -3.53638 -2.52566 3.01572
H6 -5.12728 -6.36076 1.89162
H7 -6.82798 -5.21146 0.49542
H8 -0.85698 -3.44776 5.57612
H9 0.81112 -1.71316 5.12702
H10 0.62962 -2.86196 -1.29988
H11 -1.09228 -4.67526 -1.07008
H12 -1.93058 -5.22996 1.17592
C17 4.77942 -1.50656 -0.96448
N4 5.06472 -0.08846 -0.99708
C18 6.39572 0.29704 -0.58038
C19 4.03942 0.76604 -1.07818
O3 2.84142 0.38064 -0.93118
N5 4.27592 2.07444 -1.35078
C20 5.22582 2.51084 -2.35948
C21 3.22932 3.02204 -1.03588
H13 5.71522 -2.05956 -1.01448
H14 4.16622 -1.77626 -1.82418
H15 4.24152 -1.78686 -0.04778
H16 6.64962 -0.25816 0.32302
H17 6.42772 1.35714 -0.34858
H18 7.12302 0.06704 -1.35808
H19 5.67572 1.65204 -2.85158
H20 6.00512 3.13464 -1.91688
H21 4.70122 3.10164 -3.11478
H22 2.82412 2.78324 -0.05238
H23 2.41302 2.99894 -1.76458
H24 3.66622 4.02054 -1.01338
S1 -1.87278 4.85934 -1.12928
C22 -1.03758 3.40764 -0.56468
C23 -0.54458 2.45454 -1.45358
C24 0.12622 1.36284 -0.94388
N6 0.33432 1.19924 0.35622
C25 -0.14268 2.09244 1.21112
C26 -0.86338 3.19894 0.80172
C27 -0.59618 5.38864 -2.29358
C28 -0.58998 5.01564 -3.62728
C29 0.46072 5.47444 -4.41628
N7 1.40672 6.25024 -3.93678
C30 1.37762 6.64914 -2.68558
C31 0.39102 6.22934 -1.80368
H25 -0.69528 2.53734 -2.51838
H26 0.51712 0.59004 -1.58628
H27 0.06812 1.91054 2.25472
H28 -1.25078 3.89624 1.52622
H29 -1.37718 4.41514 -4.05468
H30 0.53382 5.22094 -5.46578
H31 2.15352 7.33364 -2.37578
H32 0.37962 6.56244 -0.78078

Atoms 1-2, force components in eV/Å:
0.82 0.78 -0.56
-0.12 0.93 -0.20

In the Mulliken picture, each atom carries the following charge in e: 0.959, -0.822, -0.366, 0.837, -0.524, -0.299, 0.053, -0.282, -0.607, -0.524, -0.071, 0.217, -0.628, -0.707, 0.924, -0.717, 0.418, -0.544, -0.456, -0.921, -0.511, 0.798, 0.247, 0.358, 0.364, 0.474, 0.508, 0.508, 0.474, 0.495, 0.518, 0.567, 0.462, 0.675, -0.885, 0.175, -1.210, 0.454, -0.632, 0.172, -1.169, -1.006, 0.397, 0.289, 0.244, 0.436, 0.407, 0.345, 0.379, 0.323, 0.414, 0.234, 0.368, 0.422, -0.152, 0.596, -0.746, -0.449, -0.179, -0.423, -0.718, 0.190, -0.030, -0.525, -0.563, -0.542, -0.153, 0.432, 0.488, 0.476, 0.482, 0.516, 0.399, 0.418, 0.449

---

[5]
Molecular formula: CH10O4
Method: DFT, ωB97M-V with the def2-TZVPD basis set

Calculated values
HOMO energy ... -10.45 eV
ΔE to the lowest compared entry with this formula, charge and spin ... 18.2 kcal per mole
SMILES string ... CO.O.O.O
Orbital gap ... 10.5783 eV

Cartesian coordinates (Å):
C1 -1.48802 0.02767 -0.87420
O1 -0.30526 0.53120 -0.25680
H1 -2.00685 0.83866 -1.38529
H2 -1.34197 -0.81932 -1.54455
H3 -2.20866 -0.19520 -0.08736
H4 0.08724 -0.20416 0.21940
O2 -0.97511 2.99460 0.61383
H5 -0.64727 2.32775 0.01044
H6 -0.43710 3.76574 0.43461
O3 0.72906 -1.44149 1.29314
H7 -0.09260 -1.52282 1.77738
H8 1.39277 -1.79456 1.88563
O4 2.38921 -1.55042 -1.08078
H9 1.72129 -1.29046 -0.44632
H10 3.18322 -1.66724 -0.55910

Atoms 1-2, force components in eV/Å:
-0.65 0.65 0.65
-0.30 -0.27 -1.02

In the natural (NBO) picture, each atom carries the following charge in e: -0.265, -0.756, 0.190, 0.177, 0.161, 0.488, -0.959, 0.488, 0.459, -0.963, 0.493, 0.495, -0.940, 0.475, 0.459

---

[6]
Molecular formula: C9H22N2O
Method: DFT, ωB97M-V with the def2-TZVPD basis set

Calculated values
HOMO energy ... -18.26 eV
Net charge ... +2
SMILES string ... COC([C@H](C)[N+](C)(C)C)=[N+](C)C
Orbital gap ... 10.9775 eV

Cartesian coordinates (Å):
C1 0.86361 2.68442 0.71786
O1 1.45731 1.30992 0.69078
C2 1.08034 0.19828 0.10858
C3 -0.23610 -0.29016 -0.66041
C4 -0.34437 0.56623 -1.90024
N1 -1.50759 -0.33080 0.21681
C5 -1.25295 -0.68914 1.62784
C6 -2.31011 1.00869 0.36978
C7 -2.47887 -1.17407 -0.44859
N2 2.14061 -0.61562 -0.08262
C8 3.44600 -0.06009 0.26931
C9 2.11779 -1.95901 -0.71570
H1 -0.02618 2.61687 1.40598
H2 0.69515 2.99754 -0.24586
H3 1.55182 3.23740 1.36821
H4 -0.11171 -1.41956 -0.74672
H5 -1.15466 0.28812 -2.58906
H6 -0.60889 1.57886 -1.55707
H7 0.69948 0.64597 -2.43767
H8 -2.03773 -1.27943 2.03450
H9 -0.33745 -1.24282 1.64272
H10 -1.02877 0.15946 2.28283
H11 -2.67211 1.40656 -0.55110
H12 -3.09717 0.80811 1.03058
H13 -1.56117 1.80164 0.88205
H14 -3.10352 -0.62831 -1.04509
H15 -1.85117 -1.84215 -1.03241
H16 -3.02174 -1.72128 0.24249
H17 3.52948 0.93659 -0.20616
H18 4.14213 -0.80246 -0.02978
H19 3.43556 -0.00633 1.31795
H20 1.68191 -2.04779 -1.62538
H21 1.77529 -2.74954 0.01088
H22 3.17232 -2.14147 -0.91340

Atoms 1-2, force components in eV/Å:
-0.58 -1.95 4.19
-1.06 0.01 -0.30

In the natural (NBO) picture, each atom carries the following charge in e: -0.230, -0.474, 0.689, -0.079, -0.666, -0.215, -0.418, -0.392, -0.395, -0.290, -0.401, -0.437, 0.199, 0.213, 0.262, 0.266, 0.274, 0.234, 0.282, 0.260, 0.221, 0.248, 0.241, 0.246, 0.218, 0.238, 0.219, 0.248, 0.241, 0.234, 0.236, 0.227, 0.246, 0.256

---

[7]
Molecular formula: C8H13FN3
Method: DFT, ωB97M-V with the def2-TZVPD basis set

Calculated values
HOMO energy ... -13.86 eV
Net charge ... +1
ΔE to the lowest compared entry with this formula, charge and spin ... 0.0 kcal per mole
Orbital gap ... 11.1007 eV

Cartesian coordinates (Å):
F1 -0.14921 0.78292 4.34114
C1 -0.18238 0.12120 3.14014
C2 1.13232 -0.61742 2.91478
C3 2.01769 0.07604 1.85403
C4 1.49239 -0.14329 0.48433
C5 0.87464 0.71274 -0.37981
N1 0.56625 -0.01813 -1.51372
C6 0.98154 -1.25747 -1.36105
N2 1.54543 -1.36187 -0.15455
H1 -0.38679 0.84206 2.35360
H2 -1.01600 -0.57398 3.16027
H3 1.66721 -0.72016 3.84692
H4 0.89624 -1.60977 2.54409
H5 3.04255 -0.27888 1.90529
H6 2.04681 1.14185 2.03642
H7 0.65492 1.74969 -0.25600
H8 0.10676 0.33255 -2.35937
H9 0.90219 -2.06670 -2.05743
H10 1.95996 -2.19060 0.23624
C7 -3.49194 0.92075 -3.34757
C8 -2.09006 0.68648 -3.64563
N3 -0.98909 0.52192 -3.93089
H11 -3.86978 1.75587 -3.93470
H12 -4.08505 0.03904 -3.58359
H13 -3.62660 1.15516 -2.29293

Atoms 1-2, force components in eV/Å:
0.02 0.34 0.28
0.05 -0.50 -0.01

In the natural (NBO) picture, each atom carries the following charge in e: -0.349, 0.058, -0.430, -0.443, 0.162, -0.064, -0.459, 0.258, -0.469, 0.150, 0.172, 0.254, 0.196, 0.241, 0.245, 0.255, 0.480, 0.254, 0.451, -0.736, 0.372, -0.417, 0.279, 0.274, 0.265

---

[8]
Molecular formula: C24H27O5
Method: DFT, ωB97M-V with the def2-TZVPD basis set

Calculated values
HOMO energy ... -4.03 eV
Net charge ... -1
ΔE to the lowest compared entry with this formula, charge and spin ... 6.6 kcal per mole
Orbital gap ... 4.7481 eV

Cartesian coordinates (Å):
C1 3.90766 -1.33371 3.53283
O1 4.20001 -0.44967 2.46620
C2 3.05411 0.27680 2.04953
C3 2.68476 1.39889 3.00152
C4 1.64519 2.31931 2.36230
C5 0.55337 2.73693 3.34116
C6 -0.35018 1.52140 3.69748
C7 -1.80783 1.66904 3.25395
C8 -2.30676 0.64016 2.22979
C9 -1.80562 -0.80282 2.39879
C10 -2.03236 -1.43398 3.77864
O2 -2.34380 -2.66397 3.74777
O3 -1.86678 -0.71324 4.80655
H1 2.99617 -1.89091 3.32333
H2 4.75457 -1.99323 3.66994
H3 3.75654 -0.78033 4.45860
H4 2.20373 -0.39679 1.92187
H5 3.31389 0.68386 1.07720
H6 2.28823 0.95269 3.90746
H7 3.60712 1.90890 3.26832
H8 1.20675 1.79804 1.51403
H9 2.15562 3.20549 1.98196
H10 -0.02211 3.57420 2.95801
H11 1.06126 3.07321 4.24291
H12 -0.34572 1.43320 4.77390
H13 0.13108 0.64292 3.29196
H14 -1.90175 2.65054 2.78443
H15 -2.46799 1.68152 4.10918
H16 -2.12864 0.96855 1.20750
H17 -3.39262 0.59843 2.32339
H18 -0.74098 -0.81086 2.16283
H19 -2.26098 -1.41862 1.63192
C11 -3.37699 -3.43825 -3.72108
C12 -3.21026 -3.11020 -2.37881
C13 -2.31651 -2.11950 -2.01152
C14 -1.57826 -1.46043 -2.98625
C15 -1.72912 -1.80309 -4.33205
C16 -2.63889 -2.78790 -4.69533
C17 -0.91352 -1.13757 -5.38518
O4 -1.04525 -1.42777 -6.55747
C18 0.07885 -0.10705 -4.96225
C19 0.88912 0.48937 -5.92022
C20 1.80601 1.45561 -5.54511
C21 1.91314 1.83744 -4.21126
C22 1.11172 1.24377 -3.25187
C23 0.19896 0.26522 -3.62211
C24 -0.63483 -0.38652 -2.57134
O5 -0.54879 -0.06032 -1.41004
H20 -4.08253 -4.20795 -4.00539
H21 -3.77941 -3.62747 -1.61813
H22 -2.18664 -1.85740 -0.96944
H23 -2.76217 -3.04384 -5.73840
H24 0.80027 0.19200 -6.95578
H25 2.43968 1.91552 -6.29214
H26 2.62654 2.59742 -3.92099
H27 1.19296 1.53299 -2.21305

Atoms 1-2, force components in eV/Å:
-0.04 0.55 -0.05
-0.03 -0.33 -0.04

In the natural (NBO) picture, each atom carries the following charge in e: -0.252, -0.548, -0.054, -0.437, -0.395, -0.388, -0.404, -0.385, -0.385, -0.508, 0.750, -0.792, -0.795, 0.177, 0.180, 0.164, 0.171, 0.172, 0.208, 0.199, 0.196, 0.190, 0.190, 0.183, 0.226, 0.199, 0.166, 0.222, 0.181, 0.189, 0.185, 0.197, -0.198, -0.186, -0.168, -0.060, -0.151, -0.163, 0.548, -0.538, -0.146, -0.161, -0.201, -0.191, -0.187, -0.047, 0.511, -0.501, 0.214, 0.227, 0.256, 0.232, 0.234, 0.213, 0.216, 0.245

---

Energy values (in eV) by entry order: -4746.9488 -11678.3794 -190030.4494 -63749.2773 -9388.6456 -14698.1804 -15688.6971 -35565.0076.